No. 1
Here is a 9-piece molecular cluster, C26H51BrN18O8S overall at a distorted geometry from the Open Molecules 2025 dataset. Energies are from ωB97M-V/def2-TZVPD.

Summary:
Total charge: 0
SMILES: Cc1ccc(Cc2c(C)c(C[C@@H](C)Br)cc3nsnc23)cc1.NC(N)=O.NC(N)=O.NC(N)=O.NC(N)=O.NC(N)=O.NC(N)=O.NC(N)=O.NC(N)=O
Maximum force in eV/Å: 5.063
E_tot in hartree: -5581.046964
E_HOMO in eV: -7.723

Each line ends with the Mulliken charge.
CARTESIAN COORDINATES (ANGSTROEM)
C: 4.00214 0.50785 1.70622  -1.250
C: 2.63742 1.35366 1.46938  0.823
C: 1.30574 0.67940 1.91414  -0.752
C: -0.01907 1.45220 1.67693  -0.133
C: 0.01448 2.88498 1.00656  0.259
C: -1.45062 3.56006 0.78272  -0.636
C: -2.32425 2.40204 0.04795  0.199
C: -3.44282 1.60267 0.77026  -0.165
C: -3.78887 1.91669 2.31719  -1.160
C: -4.18643 0.47330 -0.06024  0.962
C: -5.36280 -0.33837 0.71351  -0.566
C: -5.95632 -1.55924 -0.17298  -0.203
C: -6.64456 -2.71589 0.70329  -1.166
Br: -7.14827 -0.96744 -1.65566  -0.139
C: -3.78497 0.18257 -1.53790  -0.958
C: -2.67798 1.01390 -2.26549  0.329
N: -2.14070 0.94377 -3.59786  -0.487
S: -0.93422 2.16379 -3.79645  0.122
N: -0.91149 2.87132 -2.24231  -0.411
C: -1.92278 2.15263 -1.47373  0.425
C: 1.35040 3.54274 0.57507  0.001
C: 2.69361 2.79155 0.81615  -0.295
H: 4.73455 0.61727 0.81544  0.217
H: 4.56507 0.87841 2.65356  0.415
H: 3.70003 -0.59336 1.82253  0.300
H: 1.36759 -0.36744 2.37090  0.227
H: -1.03754 0.98412 1.95586  -0.096
H: -1.90278 3.89305 1.77565  0.339
H: -1.40601 4.41836 0.00523  0.329
H: -2.92751 1.45197 2.93236  0.260
H: -3.74518 3.05070 2.52063  0.343
H: -4.76968 1.43313 2.64523  0.318
H: -6.16964 0.37015 1.10822  0.348
H: -4.81909 -0.85358 1.60041  0.390
H: -5.03691 -2.04967 -0.68005  0.364
H: -7.71063 -2.48824 1.04391  0.303
H: -6.67966 -3.71231 0.11691  0.356
H: -6.00453 -2.94341 1.64086  0.313
H: -4.32334 -0.65952 -2.08096  0.185
H: 1.37542 4.56746 0.07175  0.075
H: 3.72984 3.20623 0.52592  0.162
N: 7.09828 -1.78149 4.44403  -0.328
C: 6.34728 -0.66611 4.60094  0.607
N: 5.83347 -0.49928 5.84567  -0.317
O: 6.14690 0.12836 3.69352  -0.664
H: 7.27428 -2.44590 5.17652  0.163
H: 7.49796 -1.94186 3.53297  0.155
H: 5.26816 0.31956 6.00237  0.195
H: 5.98569 -1.14012 6.60574  0.158
N: 4.07437 0.54934 -3.34228  -0.405
C: 3.32590 0.36440 -2.22774  0.620
N: 2.27928 1.21236 -2.10818  0.116
O: 3.57688 -0.49880 -1.39941  -0.699
H: 3.88402 1.25273 -4.03340  0.163
H: 4.86475 -0.06226 -3.47173  0.225
H: 1.69490 1.10865 -1.29273  -0.027
H: 2.05853 1.92742 -2.77886  0.026
N: -10.66322 -0.84447 -3.39143  -0.310
C: -11.03834 -1.15724 -4.65606  0.637
N: -10.38979 -2.22112 -5.19239  -0.364
O: -11.89172 -0.53129 -5.26419  -0.648
H: -9.96348 -1.34694 -2.87460  0.100
H: -11.12204 -0.05977 -2.95758  0.191
H: -10.64057 -2.48537 -6.13134  0.214
H: -9.68548 -2.74871 -4.70916  0.165
N: -3.95182 -0.71006 -5.67864  -0.296
C: -3.35807 -1.62280 -6.48460  0.606
N: -4.21660 -2.39590 -7.19539  -0.393
O: -2.14266 -1.74165 -6.56561  -0.652
H: -4.94618 -0.59740 -5.59819  0.153
H: -3.34504 -0.11554 -5.13325  0.247
H: -3.81305 -3.08718 -7.80669  0.232
H: -5.21567 -2.31493 -7.14374  0.153
N: 4.21575 -0.19455 10.71258  -0.393
C: 5.17407 -0.43062 9.78397  0.670
N: 5.68638 0.68083 9.20190  -0.390
O: 5.54754 -1.55733 9.49285  -0.644
H: 3.89551 0.72263 10.96541  0.160
H: 3.81035 -0.99655 11.16765  0.222
H: 6.40212 0.54446 8.50572  0.225
H: 5.39467 1.61526 9.42469  0.171
N: 5.53552 -6.83740 4.35099  -0.400
C: 5.83749 -5.51626 4.31968  0.617
N: 4.92139 -4.71080 4.91163  -0.327
O: 6.85442 -5.08501 3.79888  -0.628
H: 4.70553 -7.21170 4.77355  0.157
H: 6.19229 -7.46842 3.92085  0.227
H: 5.11015 -3.72074 4.90796  0.177
H: 4.07973 -5.04471 5.34481  0.160
N: 1.93472 6.62565 -3.52241  -0.436
C: 2.37053 5.75541 -2.57884  0.634
N: 2.93790 6.33462 -1.49207  -0.349
O: 2.26137 4.54516 -2.69767  -0.563
H: 2.01526 7.62315 -3.44344  0.145
H: 1.50688 6.23352 -4.34563  0.223
H: 3.27509 5.72028 -0.76810  0.214
H: 3.03749 7.32660 -1.37476  0.161
N: 1.70930 -1.24786 -5.30359  -0.186
C: 2.30175 -2.15421 -6.11648  0.582
N: 1.43995 -2.91992 -6.83012  -0.354
O: 3.51619 -2.27272 -6.20034  -0.686
H: 0.71391 -1.13519 -5.22164  0.121
H: 2.31730 -0.65742 -4.75504  0.128
H: 1.84045 -3.60709 -7.44742  0.201
H: 0.43914 -2.83693 -6.77476  0.192

No. 2
Here is a 3-piece molecular cluster, C26H51BrN4O3S overall at a distorted geometry from the Open Molecules 2025 dataset. Energies are from ωB97M-V/def2-TZVPD.

Summary:
Total charge: 0
SMILES: C=CC[C@]1(Br)NC(=O)[C@](C)(OCC)[C@]1(N=C=S)OCCC.CCN(CC)CC.CCN(CC)CC
Maximum force in eV/Å: 8.777
E_tot in hartree: -4437.779282
E_HOMO in eV: -7.954

Each line ends with the Mulliken charge.
CARTESIAN COORDINATES (ANGSTROEM)
C: 3.86228 -1.33261 0.63421  -0.696
C: 3.30822 -0.18089 -0.12788  -0.201
C: 1.68549 0.04995 -0.44945  -0.131
C: 0.94752 0.73601 0.87672  -1.133
Br: 2.21624 2.21438 1.31733  -0.045
N: 1.16700 -0.21818 2.06941  0.125
C: -0.15197 -0.17608 2.81702  -0.026
O: -0.41525 -0.08783 4.13518  -0.653
C: -1.21911 -0.26808 1.53339  0.464
C: -2.65747 -0.06396 2.28977  -0.980
O: -1.02446 -1.35914 0.56932  -0.313
C: -1.85428 -2.53570 0.86592  -0.296
C: -1.44908 -3.27717 2.30818  -0.515
C: -0.68448 1.08104 0.74193  1.486
N: -0.79726 2.28568 1.64241  -0.507
C: -1.09026 3.43918 0.96177  0.349
S: -0.98941 4.99404 0.20517  -0.124
O: -0.82302 1.19272 -0.70885  -0.412
C: -2.19961 1.06592 -1.18678  -0.127
C: -2.85964 2.46711 -1.77318  0.322
C: -4.06421 2.87515 -0.70493  -0.895
H: 4.75580 -1.27547 1.40093  0.230
H: 3.32244 -2.38381 0.49266  0.195
H: 4.08963 0.59184 -0.56608  0.295
H: 1.24720 -1.02621 -0.67738  0.180
H: 1.65075 0.72649 -1.40408  0.233
H: 1.79564 0.36655 2.67788  0.481
H: -2.86828 1.02206 2.67988  0.316
H: -2.83275 -0.78398 3.21526  0.174
H: -3.53618 -0.31043 1.52318  0.294
H: -3.01415 -2.36324 0.75477  0.216
H: -1.57940 -3.34802 0.03552  0.349
H: -1.60503 -4.43606 2.23199  0.384
H: -0.27094 -3.10919 2.40178  -0.049
H: -1.94850 -2.77545 3.23910  0.166
H: -2.17414 0.31356 -2.11121  0.293
H: -2.97172 0.62928 -0.42785  -0.081
H: -2.02698 3.28252 -1.87954  -0.191
H: -3.31298 2.31905 -2.86488  0.102
H: -5.04099 2.22853 -0.92829  0.288
H: -3.71156 2.51557 0.37633  0.174
H: -4.27168 4.02498 -0.64346  0.276
C: -0.13104 4.04732 -4.59233  -1.205
C: -0.29527 4.43421 -6.06035  -0.336
N: -0.73745 3.33439 -6.92454  0.070
C: -0.64684 3.65264 -8.35436  -0.689
C: -1.54293 4.76712 -8.88581  -0.948
C: -1.96568 2.64607 -6.52074  -0.620
C: -3.23423 3.48135 -6.39519  -1.012
H: 0.57000 3.21263 -4.47787  0.335
H: 0.26655 4.89702 -4.02778  0.467
H: -1.08273 3.76960 -4.12950  0.031
H: 0.68354 4.78279 -6.40657  0.447
H: -0.97331 5.29165 -6.12177  0.244
H: -0.82761 2.74417 -8.94020  0.351
H: 0.39389 3.92446 -8.57462  0.409
H: -2.57833 4.43453 -8.99307  0.220
H: -1.20386 5.06802 -9.88410  0.391
H: -1.52348 5.65934 -8.25600  0.269
H: -1.78506 2.15574 -5.55728  0.293
H: -2.15999 1.81352 -7.20914  0.333
H: -3.06261 4.43938 -5.89645  0.215
H: -3.97546 2.93502 -5.80312  0.394
H: -3.68985 3.67270 -7.37012  0.337
C: 4.63485 -5.82647 4.64604  -1.478
C: 3.86798 -4.50674 4.60214  -0.188
N: 2.44213 -4.63067 4.92391  0.121
C: 1.67761 -3.41210 4.63328  -0.331
C: 2.01105 -2.16206 5.44179  -0.924
C: 2.11880 -5.27424 6.19931  -0.665
C: 2.67764 -4.64418 7.46950  -0.986
H: 4.18988 -6.56674 3.97130  0.326
H: 5.66975 -5.66407 4.32764  0.439
H: 4.67034 -6.25014 5.65415  0.311
H: 3.96679 -4.11771 3.58315  0.318
H: 4.36834 -3.79000 5.26141  0.262
H: 0.60686 -3.62310 4.73425  0.241
H: 1.81590 -3.17190 3.57087  0.150
H: 1.60137 -2.21581 6.45345  0.231
H: 1.55941 -1.28387 4.96545  0.269
H: 3.08558 -1.97694 5.50676  0.251
H: 2.46140 -6.31450 6.15698  0.414
H: 1.02895 -5.35836 6.29907  0.331
H: 3.72181 -4.33619 7.36522  0.241
H: 2.63305 -5.36937 8.28838  0.374
H: 2.08875 -3.77867 7.78377  0.281

No. 3
Here is C26H51Cl3CuN2O6PSi as an isolated structure at a distorted geometry from the Open Molecules 2025 dataset. Energies are from ωB97M-V/def2-TZVPD.

Summary:
Total charge: -1
2S+1: 2
Maximum force in eV/Å: 3.005
E_tot in hartree: -5234.171732
E_HOMO (spin up / spin down) in eV: -0.047 / -4.062

Each line ends with the Mulliken charge.
CARTESIAN COORDINATES (ANGSTROEM)
C: -1.76965 -1.93077 -4.29707  -1.399
C: -1.08184 -2.68423 -3.21343  0.490
H: -1.45756 -2.28354 -5.28323  0.396
H: -1.51601 -0.86690 -4.20162  0.169
H: -2.86525 -2.01934 -4.23533  0.254
C: -0.46109 -3.85477 -3.36070  0.241
C: -0.30233 -4.57391 -4.67314  -1.795
H: 0.00069 -4.35399 -2.50576  0.500
H: 0.06502 -3.90718 -5.46772  0.367
H: -1.24163 -5.02888 -5.02318  0.332
H: 0.42627 -5.39075 -4.56813  0.371
Cu: 0.63755 1.15177 -1.30548  0.324
Cl: -1.65517 -0.52909 1.89437  -0.158
Cl: 1.47810 3.80507 -1.83249  -0.519
H: 1.15765 4.73841 2.56555  0.433
H: -1.27306 5.46549 2.29063  0.455
C: 1.09632 3.97038 1.78936  -0.700
C: -1.04198 5.10404 1.27204  -1.227
N: -0.27625 3.86480 1.33658  0.708
H: 1.41186 2.99032 2.18770  -0.207
C: -0.62000 2.79963 0.62067  -0.879
O: 0.17766 1.82332 0.45334  0.527
H: -1.98335 4.89461 0.73689  0.312
H: -1.62890 2.80231 0.17843  0.462
H: 1.76288 4.23406 0.94760  0.218
H: -0.48321 5.89912 0.73718  0.302
H: 1.96974 -1.20781 -3.87469  0.122
H: 2.19078 -3.69796 -2.52748  0.153
C: 2.94009 -1.06244 -3.37836  -1.032
C: 3.12564 -3.21571 -2.19325  -0.682
N: 2.96421 -1.77354 -2.11568  0.418
H: 3.11739 0.00183 -3.19850  0.208
C: 2.84555 -1.11736 -0.94473  -0.035
O: 2.53977 0.08251 -0.82838  -0.559
H: 3.40368 -3.61444 -1.20936  0.272
H: 3.06587 -1.75923 -0.05721  0.298
H: 3.72787 -1.47424 -4.01958  0.463
H: 3.90935 -3.45557 -2.92353  0.353
O: -0.00167 -1.04110 -1.98034  0.270
C: -1.00140 -1.90729 -1.87640  -0.397
C: 0.36764 -3.25305 -0.18913  1.809
C: -0.88208 -2.85982 -0.66340  -0.365
H: 1.24424 -2.72448 -0.57974  -0.612
C: 0.46511 -4.31558 0.70809  -1.048
H: -1.97907 -1.40045 -1.77931  0.193
C: -2.04194 -3.40615 -0.11251  -0.256
H: 1.45196 -4.65673 1.02502  0.292
C: -0.69432 -4.93149 1.18077  -0.536
C: -1.94791 -4.46275 0.78574  -0.867
H: -3.00833 -3.00258 -0.44089  0.423
H: -0.62530 -5.76864 1.87132  0.542
H: -2.85688 -4.92481 1.17007  0.335
Si: 0.19484 3.23089 -3.54994  1.049
Cl: 0.24649 1.04103 -3.40737  -0.432
C: 1.70983 3.78194 -4.61136  -1.212
C: -1.32579 3.88551 -2.60078  -0.998
C: -0.87825 3.29244 -5.20714  -1.694
H: 2.65392 3.30410 -4.31758  0.271
H: 1.80709 4.86449 -4.45787  0.310
H: 1.55244 3.59726 -5.68056  0.296
H: -0.39440 2.77679 -6.04482  0.358
H: -0.97448 4.35819 -5.45003  0.337
H: -1.87738 2.87195 -5.06490  0.354
H: -1.75629 3.15469 -1.90063  0.070
H: -2.11734 4.16298 -3.31098  0.490
H: -1.05554 4.79393 -2.04402  0.234
C: -3.03689 0.61603 4.98927  -1.565
C: -1.65365 1.12635 4.70984  -1.983
O: -0.72028 -0.07819 4.54386  0.767
P: -0.20514 -0.64746 3.20712  2.641
O: 0.20264 -2.11856 3.41122  0.037
C: -0.47050 -3.15244 4.36276  -0.641
C: 0.31840 -3.18504 5.63322  -1.581
O: 1.01208 0.14978 2.66869  -0.829
C: 2.46687 -0.27588 2.91315  -0.467
C: 3.29640 0.81433 2.31108  -1.186
H: -3.44111 0.08200 4.12399  0.057
H: -3.69072 1.46518 5.19533  0.751
H: -3.05512 -0.04309 5.86122  0.231
H: -1.60094 1.71703 3.79354  0.125
H: -1.22022 1.67627 5.54642  0.812
H: -1.50897 -2.83099 4.50198  0.330
H: -0.42754 -4.07828 3.79121  0.039
H: 0.34384 -2.19936 6.10768  0.123
H: -0.16057 -3.88402 6.32357  0.439
H: 1.34116 -3.52908 5.45305  0.333
H: 2.58617 -0.36245 4.00343  0.531
H: 2.59530 -1.24309 2.42019  0.054
H: 3.10743 1.77207 2.80758  0.280
H: 4.35835 0.58163 2.43922  0.451
H: 3.09947 0.90173 1.23256  0.079